This record from the OMol25 dataset describes C29H39Cl2F4N8NaS2 as an isolated structure. The level of theory is ωB97M-V/def2-TZVPD.

Results
LUMO level in eV: -0.62
Molecular weight in g mol⁻¹: 733.7
Total charge: 0
Calculated total energy in a.u.: -3845.0020
Frontier orbital gap in eV: 5.57

Geometry (Å):
Na1 -0.181 1.034 0.480
C1 0.580 -2.275 -1.091
N1 1.254 -1.122 -0.519
C2 2.081 -0.497 -1.538
C3 2.061 -1.537 0.636
C4 2.443 -0.376 1.551
N2 1.285 0.267 2.136
C5 0.619 -0.324 3.127
C6 -0.623 0.243 3.532
F1 -1.079 1.319 2.823
C7 -1.426 -0.255 4.525
F2 -2.591 0.373 4.787
C8 -1.090 -1.393 5.237
C9 0.106 -1.983 4.875
F3 0.500 -3.098 5.520
C10 0.931 -1.486 3.890
F4 2.090 -2.163 3.665
H1 1.292 -3.026 -1.474
H2 -0.067 -1.960 -1.912
H3 -0.034 -2.752 -0.326
H4 2.883 -1.172 -1.884
H5 2.535 0.422 -1.165
H6 1.454 -0.239 -2.393
H7 2.962 -2.072 0.290
H8 1.469 -2.248 1.214
H9 2.969 0.383 0.960
H10 3.172 -0.743 2.279
H11 -1.713 -1.789 6.022
Cl1 -2.121 -1.294 1.363
C11 -2.977 -1.944 -0.039
Cl2 -2.844 -0.894 -1.464
H12 -4.026 -2.043 0.211
H13 -2.540 -2.901 -0.295
S1 2.183 3.567 -2.235
C12 1.870 2.378 -3.323
N3 2.803 1.642 -3.951
C13 2.447 0.791 -5.077
C14 1.343 1.465 -5.853
N4 0.215 1.688 -4.953
C15 -1.108 1.368 -5.483
C16 -1.282 -0.116 -5.695
C17 -0.981 -1.012 -4.671
C18 -1.141 -2.374 -4.864
C19 -1.606 -2.858 -6.081
C20 -1.908 -1.972 -7.103
C21 -1.742 -0.606 -6.909
C22 0.430 2.018 -3.676
S2 -0.726 2.019 -2.493
C23 4.222 1.705 -3.614
C24 5.023 2.405 -4.684
C25 4.646 3.673 -5.123
C26 5.374 4.315 -6.112
C27 6.488 3.699 -6.671
C28 6.868 2.439 -6.238
C29 6.134 1.794 -5.250
H14 2.129 -0.201 -4.738
H15 3.330 0.680 -5.705
H16 1.002 0.821 -6.662
H17 1.694 2.411 -6.276
H18 -1.220 1.896 -6.433
H19 -1.843 1.756 -4.781
H20 -0.638 -0.635 -3.714
H21 -0.909 -3.061 -4.060
H22 -1.731 -3.923 -6.230
H23 -2.267 -2.342 -8.054
H24 -1.974 0.084 -7.713
H25 4.578 0.679 -3.492
H26 4.308 2.219 -2.659
H27 3.787 4.158 -4.673
H28 5.078 5.302 -6.443
H29 7.056 4.203 -7.442
H30 7.733 1.954 -6.670
H31 6.430 0.807 -4.915
N5 -2.150 3.611 0.182
N6 -2.367 2.197 0.234
H32 -2.859 4.070 -0.378
H33 -1.253 3.757 -0.268
H34 -2.871 1.856 -0.579
H35 -2.922 1.994 1.056
N7 1.626 4.290 1.047
N8 0.772 3.185 1.349
H36 1.574 5.004 1.764
H37 1.322 4.694 0.172
H38 -0.038 3.469 1.892
H39 1.282 2.495 1.896

Atomic partial charges in e from the Mulliken method, atoms 1 to 2: Na 0.81; C -0.78

=====

This record from the OMol25 dataset describes an isolated molecule of C3H3NO in a non-equilibrium geometry. The level of theory is ωB97M-V/def2-TZVPD.

Results
LUMO level in eV: 0.22
Molecular weight in g mol⁻¹: 69.1
Total charge: 0
SMILES string: N#CCC=O
Calculated total energy in a.u.: -246.0357
Frontier orbital gap in eV: 10.89

Geometry (Å):
O1 -0.176 0.204 2.239
C1 -0.003 -0.161 1.116
C2 0.200 0.608 -0.190
C3 -0.244 -0.480 -1.068
N1 -0.352 -1.196 -1.965
H1 -0.323 -1.247 0.580
H2 1.230 0.788 -0.512
H3 -0.363 1.551 -0.259

Atomic partial charges in e from the Mulliken method, atoms 1 to 2: O -0.42; C 0.12

=====

Q: Look up the frontier orbital gap of the second one.
A: 10.89 eV

=====

Q: Look up the calculated total energy of the second one.
A: -246.0357 a.u.

=====

Q: The lowest molecular weight belongs to which entry?
A: C3H3NO